Record 1
C14H27FeI2InO3PS2 | ωB97M-V/def2-TZVPD

## Properties
spin multiplicity	6
orbital gap (spin up / spin down)	5.83 / 5.34	eV
lowest unoccupied orbital energy (spin up / spin down)	-16.405 / -16.982	eV
total charge	+4
total energy	-3960.46810	Ha

Element x y z (Å)
I  2.754  0.008  1.700
I  -3.039  3.072  0.456
Fe  -1.425  1.366  0.411
In  0.321  -0.458  0.091
S  -0.682  1.121  2.356
S  0.392  2.233  -0.240
C  0.057  -2.837  1.109
C  -1.472  0.221  3.737
C  0.840  2.556  -2.002
C  -2.717  1.018  4.106
C  -1.818  -1.215  3.406
C  -0.413  0.264  4.849
C  0.455  4.013  -2.265
C  0.125  1.651  -2.990
C  2.355  2.361  -2.032
C  -2.824  0.006  0.299
C  -2.096  0.160  -0.894
O  -0.063  -3.869  1.587
O  -3.717  -0.607  0.814
O  -2.255  -0.151  -2.064
H  -3.450  0.961  3.292
H  -2.449  2.062  4.277
H  -3.163  0.600  5.015
H  -2.564  -1.275  2.603
H  -2.253  -1.662  4.314
H  -0.937  -1.789  3.109
H  0.497  -0.263  4.531
H  -0.804  -0.211  5.757
H  -0.151  1.302  5.083
H  0.785  4.299  -3.275
H  0.932  4.673  -1.533
H  -0.635  4.142  -2.197
H  0.466  1.926  -4.004
H  -0.965  1.764  -2.934
H  0.358  0.593  -2.822
H  2.746  2.588  -3.028
H  2.627  1.336  -1.762
H  2.821  3.032  -1.305
C  0.139  -3.398  -2.098
P  1.356  -2.153  -1.563
C  2.788  -3.117  -1.003
C  1.939  -1.464  -3.147
H  -0.238  -3.972  -1.247
H  0.635  -4.066  -2.810
H  -0.697  -2.879  -2.587
H  3.154  -3.717  -1.856
H  3.577  -2.433  -0.661
H  2.513  -3.782  -0.178
H  2.524  -2.243  -3.653
H  1.089  -1.181  -3.778
H  2.579  -0.588  -2.978

Record 2
C11H16F9N4O6RuS3 | ωB97M-V/def2-TZVPD

## Properties
relative energy (zero: lowest compared OMol25 entry of this formula, charge and spin)	69.6	kcal per mole
spin multiplicity	2
orbital gap (spin up / spin down)	6.35 / 6.93	eV
lowest unoccupied orbital energy (spin up / spin down)	-2.585 / -1.979	eV
total energy	-3287.39847	Ha

Element x y z (Å)
Ru  0.420  0.004  -0.309
C  1.056  -1.008  2.612
N  0.441  0.199  2.041
C  -0.963  0.278  2.469
C  1.201  1.386  2.424
C  0.881  2.565  1.534
N  1.283  2.316  0.153
C  0.655  3.273  -0.766
C  2.736  2.419  -0.008
H  1.140  -0.911  3.701
H  2.045  -1.172  2.186
H  0.442  -1.871  2.378
H  -1.014  0.343  3.563
H  -1.492  -0.614  2.143
H  -1.461  1.139  2.035
H  2.262  1.146  2.360
H  0.975  1.653  3.463
H  1.387  3.456  1.926
H  -0.193  2.750  1.549
H  1.060  4.279  -0.607
H  -0.419  3.306  -0.613
H  0.860  2.976  -1.791
H  3.063  3.439  0.228
H  3.004  2.192  -1.036
H  3.258  1.723  0.641
F  -4.445  -2.006  -0.894
C  -3.535  -2.945  -1.109
F  -3.309  -3.042  -2.415
F  -3.982  -4.107  -0.655
S  -1.943  -2.499  -0.267
O  -1.472  -1.323  -0.987
O  -2.216  -2.318  1.124
N  -1.098  -3.790  -0.616
S  0.444  -3.507  -0.645
O  1.246  -4.667  -0.486
O  0.781  -2.360  0.203
C  0.801  -2.955  -2.417
F  -0.021  -3.571  -3.253
F  0.671  -1.633  -2.588
F  2.048  -3.275  -2.731
S  4.287  -2.309  -0.448
C  3.205  -1.162  -0.586
N  2.443  -0.246  -0.640
F  -3.204  1.349  -3.238
C  -2.867  1.998  -2.126
F  -3.934  2.049  -1.328
F  -2.556  3.269  -2.466
C  -1.639  1.376  -1.413
O  -0.664  1.080  -2.127
O  -1.665  1.329  -0.169

Record 3
C9H10N3O3 | ωB97M-V/def2-TZVPD

## Properties
relative energy (zero: lowest compared OMol25 entry of this formula, charge and spin)	10.3	kcal per mole
orbital gap	7.66	eV
lowest unoccupied orbital energy	-4.109	eV
total charge	+1
total energy	-738.42020	Ha

Element x y z (Å)
C  -0.977  -2.450  1.843
C  -1.654  -1.302  2.223
C  -0.138  -2.417  0.749
C  -0.513  -0.044  0.476
C  -1.425  -0.114  1.548
C  0.090  -1.233  0.040
C  1.580  -0.556  -1.725
C  0.969  1.737  0.024
C  1.991  -1.094  -3.042
N  -0.208  1.219  -0.092
N  -2.146  1.060  1.999
N  1.033  3.108  -0.538
O  -2.795  0.969  3.004
O  -2.051  2.073  1.320
O  0.748  -1.402  -1.141
H  -1.125  -3.368  2.386
H  -2.357  -1.309  3.043
H  0.357  -3.311  0.402
H  1.806  -0.342  -3.810
H  1.512  -2.039  -3.307
H  3.074  -1.220  -3.000
H  -1.038  1.743  -0.413
H  1.670  3.077  -1.347
H  1.477  3.701  0.176
H  0.121  3.516  -0.819

Record 4
C21H28AsBrIN3O3PdS2 | ωB97M-V/def2-TZVPD

## Properties
relative energy (zero: lowest compared OMol25 entry of this formula, charge and spin)	29.4	kcal per mole
orbital gap (spin up / spin down)	6.21 / 6.21	eV
lowest unoccupied orbital energy (spin up / spin down)	-7.742 / -7.742	eV
total charge	+2
total energy	-7238.13057	Ha

Element x y z (Å)
Pd  0.917  0.577  -0.008
N  2.302  2.569  -3.670
C  1.772  2.123  -2.555
S  2.540  1.137  -1.431
N  0.461  2.643  -2.417
N  -0.114  2.320  -1.359
C  -1.375  2.907  -1.319
C  -2.111  3.086  -0.204
C  -3.457  3.611  -0.365
C  -4.278  3.723  0.688
C  -3.832  3.347  2.019
C  -2.589  2.898  2.248
C  -1.621  2.793  1.176
O  -0.446  2.521  1.388
H  3.236  2.320  -3.958
H  1.754  3.179  -4.260
H  -1.745  3.214  -2.292
H  -3.781  3.866  -1.366
H  -5.290  4.083  0.563
H  -4.532  3.451  2.839
H  -2.236  2.639  3.238
O  0.366  -1.210  -1.423
S  0.726  -2.666  -1.121
C  2.166  -3.092  -2.159
C  1.672  -3.916  -3.348
C  0.447  -4.683  -2.851
C  -0.410  -3.655  -2.127
H  2.858  -3.647  -1.526
H  2.620  -2.136  -2.422
H  2.455  -4.580  -3.710
H  1.391  -3.257  -4.172
H  0.750  -5.480  -2.168
H  -0.112  -5.149  -3.661
H  -1.191  -4.063  -1.487
H  -0.843  -2.926  -2.817
C  4.629  1.287  3.157
As  2.874  1.640  2.502
C  1.639  1.628  3.959
C  2.814  3.368  1.689
O  2.474  0.428  1.394
H  4.907  2.044  3.889
H  5.326  1.303  2.322
H  4.634  0.302  3.620
H  1.961  2.343  4.716
H  1.619  0.628  4.391
H  0.657  1.907  3.581
H  3.164  4.121  2.394
H  1.785  3.573  1.398
H  3.462  3.362  0.815
Br  -2.753  -0.122  -0.714
C  -2.617  -1.867  -0.006
C  -3.446  -2.845  -0.535
C  -3.402  -4.135  -0.026
C  -2.520  -4.453  0.996
C  -1.684  -3.477  1.519
C  -1.739  -2.182  1.024
I  -0.567  -0.746  1.995
H  -4.133  -2.589  -1.330
H  -4.064  -4.889  -0.429
H  -2.485  -5.457  1.397
H  -1.001  -3.721  2.323

Record 5
C6H12S | ωB97M-V/def2-TZVPD

## Properties
relative energy (zero: lowest compared OMol25 entry of this formula, charge and spin)	44.9	kcal per mole
orbital gap (spin up / spin down)	7.89 / 7.89	eV
lowest unoccupied orbital energy (spin up / spin down)	0.580 / 0.580	eV
total energy	-633.91305	Ha

Element x y z (Å)
C  0.730  1.086  1.833
C  1.153  -2.026  -2.416
C  -1.288  0.706  0.311
C  -0.763  -0.347  -0.669
C  -0.215  1.682  0.796
C  0.077  -1.376  -0.010
S  1.178  -2.338  -0.790
H  1.395  1.853  2.220
H  0.165  0.671  2.663
H  1.936  -2.466  -2.993
H  0.364  -1.480  -2.887
H  -2.073  1.274  -0.192
H  -1.739  0.208  1.170
H  -1.621  -0.813  -1.176
H  -0.168  0.149  -1.446
H  0.364  2.039  -0.059
H  -0.714  2.548  1.238
H  1.333  0.296  1.398
H  -0.115  -1.665  1.009

Record 6
C22H24Cl2N5O8Rh | ωB97M-V/def2-TZVPD

## Properties
relative energy (zero: lowest compared OMol25 entry of this formula, charge and spin)	22.1	kcal per mole
spin multiplicity	5
orbital gap (spin up / spin down)	6.95 / 6.15	eV
lowest unoccupied orbital energy (spin up / spin down)	-0.689 / -1.565	eV
total energy	-2759.40566	Ha

Element x y z (Å)
Rh  0.579  -0.860  0.339
O  3.874  1.937  0.284
C  2.867  1.378  -0.024
O  2.456  0.244  -0.307
C  1.487  2.564  -0.165
O  1.723  3.490  -0.897
O  0.556  2.172  0.543
N  -1.689  -0.027  0.144
C  -2.339  -0.326  1.428
C  -3.639  0.446  1.691
C  -3.517  1.843  2.323
C  -2.689  2.882  1.579
N  -3.346  3.224  0.303
C  -2.800  3.856  -0.727
N  -1.497  4.058  -0.795
N  -3.599  4.300  -1.715
C  -1.330  -0.252  2.613
O  -1.754  0.060  3.721
O  -0.126  -0.593  2.331
H  -1.812  0.924  -0.167
H  -1.978  -0.675  -0.576
H  -2.575  -1.390  1.389
H  -4.233  -0.149  2.385
H  -4.200  0.495  0.750
H  -3.079  1.715  3.308
H  -4.528  2.250  2.462
H  -1.673  2.522  1.411
H  -2.621  3.787  2.186
H  -4.349  3.144  0.315
H  -0.827  3.550  -0.212
H  -1.099  4.559  -1.572
H  -4.596  4.204  -1.667
H  -3.210  4.735  -2.531
Cl  2.179  -2.757  1.344
C  3.297  -3.288  0.107
C  4.235  -2.361  -0.313
C  5.106  -2.642  -1.346
C  5.033  -3.875  -1.971
C  4.130  -4.810  -1.517
Cl  4.088  -6.364  -2.314
C  3.247  -4.584  -0.440
N  2.510  -5.657  0.025
C  1.319  -5.693  0.812
C  1.403  -6.278  2.073
C  0.289  -6.359  2.889
C  -0.923  -5.854  2.439
C  -1.017  -5.313  1.169
C  0.090  -5.240  0.326
C  -0.058  -4.626  -1.050
C  -0.077  -3.106  -0.902
O  0.802  -2.391  -1.449
O  -0.961  -2.618  -0.141
H  4.265  -1.400  0.176
H  5.828  -1.903  -1.668
H  5.677  -4.114  -2.807
H  2.758  -6.527  -0.411
H  2.362  -6.658  2.404
H  0.369  -6.802  3.874
H  -1.797  -5.886  3.080
H  -1.963  -4.916  0.820
H  -1.012  -4.935  -1.477
H  0.748  -4.918  -1.716

Record 7
H16O24S4Zn2 | ωB97M-V/def2-TZVPD

## Properties
orbital gap	1.80	eV
lowest unoccupied orbital energy	2.807	eV
total charge	-4
total energy	-6966.20410	Ha

Element x y z (Å)
Zn  0.757  -5.114  2.524
Zn  -0.687  3.040  3.350
S  -1.157  -0.225  0.106
O  -0.025  0.575  0.576
O  -1.075  -1.639  0.506
O  -2.161  0.485  0.942
O  -1.378  -0.060  -1.306
S  -1.563  7.696  -0.090
O  -1.066  6.637  0.845
O  -2.645  7.114  -0.914
O  -2.157  8.824  0.657
O  -0.378  8.186  -0.850
S  6.346  -4.318  1.611
O  4.888  -4.144  1.413
O  6.770  -3.733  2.891
O  6.694  -5.720  1.635
O  7.012  -3.629  0.454
S  1.565  -0.894  6.588
O  0.544  0.084  6.140
O  2.903  -0.400  6.389
O  1.503  -1.142  7.957
O  1.270  -2.066  5.785
O  -3.224  3.135  -4.725
H  -3.264  3.859  -4.100
H  -2.949  2.382  -4.203
O  2.103  3.654  -3.073
H  2.003  3.350  -3.975
H  1.802  2.920  -2.537
O  -1.635  -1.139  -7.461
H  -1.153  -0.380  -7.133
H  -2.487  -0.789  -7.719
O  -7.785  0.500  4.001
H  -7.116  0.967  3.499
H  -8.244  1.187  4.485
O  2.141  -3.047  -3.342
H  1.491  -2.354  -3.453
H  2.271  -3.105  -2.396
O  -6.128  -0.564  -2.058
H  -6.141  -0.302  -1.137
H  -5.201  -0.700  -2.255
O  5.297  1.277  1.471
H  5.784  1.705  0.767
H  4.395  1.242  1.152
O  0.628  -7.619  -0.657
H  0.230  -7.396  -1.499
H  1.224  -8.341  -0.858

Record 8
C8H14 | ωB97M-V/def2-TZVPD

## Properties
relative energy (zero: lowest compared OMol25 entry of this formula, charge and spin)	104.5	kcal per mole
orbital gap	7.04	eV
lowest unoccupied orbital energy	0.168	eV
total energy	-313.05094	Ha

Element x y z (Å)
C  1.938  0.807  -1.401
C  2.600  0.069  -0.269
C  1.572  -0.757  0.549
C  0.361  0.039  0.948
C  -0.322  -0.047  2.142
C  -3.194  -0.109  -0.778
C  -2.073  0.522  -0.001
C  -0.918  -0.231  0.314
H  1.166  1.532  -1.005
H  1.322  0.113  -2.067
H  2.680  1.317  -2.114
H  3.063  0.827  0.387
H  3.322  -0.614  -0.662
H  2.054  -1.141  1.448
H  1.233  -1.635  -0.068
H  -0.242  -0.903  2.854
H  -0.928  0.761  2.523
H  -4.051  0.574  -0.883
H  -3.563  -1.037  -0.253
H  -2.930  -0.368  -1.806
H  -2.126  1.607  0.214
H  -0.964  -1.324  -0.073

Record 9
C20H48NO15P3SiTa | ωB97M-V/def2-TZVPD

## Properties
orbital gap	3.60	eV
lowest unoccupied orbital energy	-0.506	eV
total charge	-1
total energy	-3344.36737	Ha

Element x y z (Å)
C  0.693  0.618  4.436
Si  -0.132  0.768  2.726
C  1.046  -0.102  1.492
C  -1.856  -0.044  2.633
Ta  -0.270  3.275  1.831
C  -0.228  5.394  0.869
O  -1.548  5.874  0.447
N  -1.854  5.382  -0.788
O  -3.024  5.297  -0.922
C  1.995  3.416  2.331
O  2.777  4.255  1.442
C  3.453  3.548  0.484
C  4.705  2.995  0.736
C  5.392  2.292  -0.251
C  4.776  2.176  -1.489
C  3.537  2.721  -1.756
C  2.861  3.410  -0.760
H  0.841  -0.433  4.709
H  1.701  1.045  4.333
H  0.204  1.191  5.225
H  0.465  -0.509  0.665
H  1.781  0.636  1.173
H  1.572  -0.902  2.027
H  -1.997  -0.368  1.596
H  -2.010  -0.881  3.317
H  -2.609  0.734  2.780
H  0.012  2.563  0.142
H  -2.112  3.168  1.543
H  -0.671  3.938  3.524
H  0.286  6.143  1.477
H  0.375  5.309  -0.047
H  2.057  3.786  3.363
H  2.387  2.389  2.376
H  5.133  3.136  1.723
H  6.360  1.853  -0.049
H  5.274  1.629  -2.285
H  3.064  2.640  -2.726
H  1.882  3.812  -0.979
C  -5.304  3.486  2.272
O  -6.640  3.046  2.585
P  -7.039  1.516  2.132
O  -5.800  0.747  2.403
O  -7.201  1.946  0.552
C  -7.912  3.138  0.209
O  -8.144  0.288  2.011
C  -8.084  -0.530  0.848
H  -5.310  4.574  2.323
H  -4.598  3.109  3.006
H  -5.006  3.180  1.271
H  -7.198  3.910  -0.081
H  -8.519  3.511  1.033
H  -8.558  2.922  -0.642
H  -7.053  -0.747  0.572
H  -8.600  -0.051  0.016
H  -8.598  -1.459  1.089
C  4.147  -4.492  -1.501
O  3.780  -4.471  -0.128
P  4.004  -3.009  0.685
O  3.614  -2.162  -0.499
O  5.632  -3.268  0.767
C  6.119  -4.471  1.366
O  4.073  -1.650  1.670
C  5.145  -0.734  1.507
H  4.265  -5.534  -1.801
H  3.363  -4.051  -2.109
H  5.091  -3.972  -1.674
H  6.465  -5.147  0.582
H  5.358  -4.979  1.957
H  6.963  -4.220  2.009
H  5.384  -0.584  0.454
H  6.029  -1.088  2.042
H  4.837  0.214  1.946
C  0.929  -2.487  -3.569
O  -0.328  -3.038  -3.129
P  -0.572  -4.606  -3.600
O  0.810  -5.126  -3.457
O  -0.933  -4.113  -5.131
C  -1.867  -3.045  -5.328
O  -1.421  -6.014  -3.787
C  -1.282  -6.706  -5.022
H  0.854  -1.402  -3.504
H  1.729  -2.816  -2.913
H  1.150  -2.764  -4.600
H  -1.325  -2.140  -5.604
H  -2.458  -2.841  -4.437
H  -2.534  -3.317  -6.146
H  -0.249  -6.692  -5.368
H  -1.935  -6.274  -5.779
H  -1.589  -7.736  -4.843

Record 10
CH18LiO12 | ωB97M-V/def2-TZVPD

## Properties
orbital gap	6.05	eV
lowest unoccupied orbital energy	1.704	eV
total charge	-1
total energy	-959.47228	Ha

Element x y z (Å)
Li  0.113  -0.139  0.039
C  -1.008  1.754  0.622
O  -1.087  1.228  -0.633
O  -0.151  1.191  1.416
O  -1.695  2.782  0.987
O  0.257  2.918  -1.867
H  -0.181  2.621  -2.643
H  -0.170  2.323  -1.219
O  -1.443  0.000  3.278
H  -0.901  0.382  2.588
H  -0.736  0.035  3.942
O  2.066  -2.896  -0.794
H  2.032  -3.553  -1.555
H  1.213  -2.467  -0.817
O  2.244  2.601  1.386
H  2.880  2.029  1.857
H  1.443  2.031  1.322
O  1.911  0.250  -0.904
H  2.572  -0.349  -0.679
H  2.494  0.941  -1.214
O  -2.784  -1.214  0.407
H  -3.242  -0.932  1.176
H  -2.386  -0.366  0.167
O  -2.245  0.212  -2.772
H  -1.944  0.751  -3.526
H  -1.809  0.451  -1.961
O  1.345  -1.454  1.621
H  0.765  -1.943  2.167
H  1.807  -2.098  1.125
O  -0.362  -1.959  -1.035
H  -0.569  -2.740  -0.552
H  -0.431  -2.392  -1.932

Record 11
C3H9NO2 | ωB97M-V/def2-TZVPD

## Properties
relative energy (zero: lowest compared OMol25 entry of this formula, charge and spin)	71.0	kcal per mole
orbital gap	9.79	eV
structure (SMILES)	OCCNCO
lowest unoccupied orbital energy	0.871	eV
total energy	-324.85948	Ha

Element x y z (Å)
O  -2.607  -0.856  -0.747
C  -1.902  0.307  -0.315
C  -0.578  -0.122  0.309
N  0.766  -0.151  -0.385
C  2.041  0.371  0.165
O  2.998  -0.665  0.681
H  -2.996  -0.787  -1.575
H  -2.576  0.811  0.481
H  -1.739  0.941  -1.126
H  -0.753  -0.883  1.100
H  -0.408  0.768  0.994
H  0.818  -0.779  -1.140
H  2.051  1.238  0.930
H  2.407  0.893  -0.741
H  2.477  -1.086  1.369

Record 12
C5H12O | ωB97M-V/def2-TZVPD

## Properties
relative energy (zero: lowest compared OMol25 entry of this formula, charge and spin)	7.7	kcal per mole
orbital gap	11.27	eV
structure (SMILES)	CC(C)CCO
lowest unoccupied orbital energy	1.018	eV
total energy	-272.93633	Ha

Element x y z (Å)
C  -0.688  -0.348  -1.588
C  0.144  0.361  -0.515
C  1.435  0.921  -1.111
C  0.382  -0.589  0.671
C  -0.788  -0.558  1.650
O  -0.517  0.482  2.577
H  -1.548  -0.873  -1.154
H  -0.073  -1.100  -2.102
H  -1.067  0.348  -2.345
H  -0.432  1.211  -0.122
H  1.996  0.148  -1.651
H  2.087  1.329  -0.331
H  1.216  1.729  -1.820
H  0.560  -1.610  0.309
H  1.271  -0.291  1.241
H  -0.916  -1.524  2.162
H  -1.723  -0.352  1.104
H  -1.336  0.717  3.024